No. 1
Formula: C20H38Cl12O4S
Source: the Open Molecules 2025 dataset
Level of theory: ωB97M-V/def2-TZVPD

XYZ file:
```
75
Properties=species:S:1:pos:R:3:mulliken_charge:R:1
O -0.97 2.86 -5.51 -0.69
S -1.44 2.95 -4.15 1.15
O -2.31 4.02 -3.76 -0.64
C -2.21 1.40 -3.62 -0.89
C -1.18 0.72 -2.70 -0.09
C -0.58 1.86 -1.87 1.21
C -0.11 2.80 -2.97 -0.92
H -2.57 0.77 -4.43 0.55
H -3.07 1.77 -3.05 0.37
H -1.70 -0.05 -2.12 -0.56
H -0.44 0.23 -3.33 0.40
H 0.32 1.47 -1.39 -0.49
H -1.29 2.24 -1.14 -0.33
H 0.66 2.26 -3.54 0.33
H 0.48 3.68 -2.72 0.55
O -0.67 -3.82 -0.84 -0.62
C -1.60 -3.15 -0.52 0.51
C -2.52 -3.35 0.67 -0.49
C -3.75 -2.47 0.40 -0.02
C -3.52 -2.00 -1.07 -0.27
O -2.13 -2.24 -1.37 -0.37
H -2.72 -4.42 0.70 0.30
H -2.05 -3.16 1.63 0.35
H -4.71 -2.96 0.50 0.41
H -3.63 -1.59 1.03 -0.43
H -4.10 -2.63 -1.75 0.30
H -3.74 -0.95 -1.24 0.23
Cl 1.43 3.88 2.90 -0.16
C 0.78 3.81 1.22 0.19
C -0.60 4.34 1.19 -0.25
Cl -1.35 4.04 -0.42 -0.07
H 0.86 2.77 0.92 -0.55
H 1.49 4.42 0.66 0.43
H -0.71 5.40 1.42 0.46
H -1.22 3.77 1.88 0.11
Cl -4.37 3.93 1.41 -0.17
C -4.58 2.16 1.55 -0.54
C -3.25 1.47 1.71 2.16
Cl -2.67 1.51 3.39 -0.17
H -5.11 1.81 0.67 0.33
H -5.22 1.97 2.40 0.43
H -2.52 1.90 1.03 -1.06
H -3.32 0.42 1.41 -0.91
Cl 5.78 -1.08 -1.09 -0.17
C 5.15 -1.45 -2.72 -0.39
C 3.75 -0.94 -2.92 -0.08
Cl 3.69 0.83 -2.70 -0.20
H 5.18 -2.54 -2.78 0.21
H 5.81 -1.01 -3.46 0.39
H 3.03 -1.32 -2.20 -0.17
H 3.38 -1.20 -3.91 0.40
Cl 5.81 -5.07 -1.16 -0.19
C 4.23 -5.49 -0.42 -0.52
C 3.27 -4.34 -0.56 -0.25
Cl 2.61 -4.23 -2.20 -0.17
H 4.40 -5.68 0.63 0.33
H 3.89 -6.40 -0.91 0.35
H 3.76 -3.40 -0.31 0.16
H 2.44 -4.52 0.12 0.31
Cl 0.99 2.95 6.07 -0.20
C 0.69 1.20 6.12 -0.50
C 0.54 0.66 4.72 0.46
Cl 0.26 -1.10 4.84 -0.21
H -0.18 1.04 6.75 0.34
H 1.54 0.73 6.60 0.32
H 1.43 0.86 4.13 0.03
H -0.30 1.13 4.21 -0.25
Cl -0.32 0.83 1.33 0.18
C 0.64 -0.65 1.02 -0.66
C 2.08 -0.35 0.79 0.25
Cl 2.94 -0.17 2.34 -0.23
H 0.21 -1.17 0.17 -0.10
H 0.47 -1.32 1.86 0.58
H 2.22 0.56 0.22 0.19
H 2.52 -1.19 0.26 -0.29
```

Computed properties:
- SMILES string = O=S1(=O)CCCC1.O=C1CCCO1.ClCCCl.ClCCCl.ClCCCl.ClCCCl.ClCCCl.ClCCCl
- HOMO-LUMO gap (eV) = 10.295
- HOMO level (eV) = -10.162
- relative energy (zero: lowest compared OMol25 entry of this formula, charge and spin) (kcal/mol) = 0.0



No. 2
Formula: C50H73N6O42S8
Source: the Open Molecules 2025 dataset
Level of theory: ωB97M-V/def2-TZVPD

XYZ file:
```
179
Properties=species:S:1:pos:R:3:mulliken_charge:R:1
N -0.43 -0.65 1.18 -0.19
H -2.21 -2.36 0.83 0.24
H -0.56 -0.63 0.23 -0.01
H 0.53 -0.20 1.32 0.00
H -1.20 0.18 1.49 0.15
C 4.80 -0.24 1.57 -0.56
C 3.56 -0.51 1.01 0.40
C 3.49 -0.70 -0.57 0.24
O 2.44 -0.86 -1.22 -0.26
C 4.77 -0.79 -1.25 -0.99
C 5.97 -0.31 -0.68 -0.06
C 5.95 0.08 0.79 0.36
O 6.99 0.61 1.33 -0.82
O 7.07 -0.17 -1.31 -0.81
O 2.50 -0.74 1.71 -0.52
H 4.96 -0.35 2.63 0.47
H 4.61 -1.09 -2.27 0.51
C -5.20 -3.34 0.93 -1.35
C -4.02 -2.85 0.47 0.00
C -4.06 -1.75 -0.53 1.73
O -3.00 -1.11 -0.57 -0.16
C -5.25 -1.65 -1.26 -1.01
C -6.46 -2.42 -1.01 0.34
C -6.50 -2.98 0.40 0.56
O -7.51 -2.92 1.10 -0.68
O -7.48 -2.36 -1.72 -0.78
O -2.85 -3.14 0.97 -0.65
H -5.04 -3.73 1.93 0.35
H -5.24 -1.10 -2.21 0.65
C 2.41 3.23 -8.39 -1.22
C 1.10 2.60 -8.69 -0.03
C 1.23 1.32 -9.56 -0.32
C 1.88 1.63 -10.83 0.26
N 2.39 1.80 -11.83 -0.46
H 3.09 3.44 -9.23 0.36
H 3.02 2.53 -7.80 0.28
H 2.39 4.21 -7.95 0.35
H 0.37 3.23 -9.25 0.25
H 0.50 2.42 -7.78 0.07
H 0.23 0.90 -9.79 0.25
H 1.83 0.53 -9.05 0.23
C 0.07 3.12 6.48 -0.98
C -1.17 2.35 5.86 -0.27
C -0.84 0.85 5.63 0.23
C -1.02 0.13 6.90 0.23
N -1.19 -0.25 7.97 -0.59
H 0.69 2.49 7.15 0.32
H -0.20 4.09 6.89 0.35
H 0.78 3.25 5.61 0.08
H -1.42 2.87 4.88 0.20
H -2.08 2.30 6.46 0.38
H 0.10 0.65 5.15 0.14
H -1.68 0.49 4.98 -0.03
C 2.65 -5.36 0.30 -1.56
C 2.79 -3.92 0.56 0.59
C 1.37 -3.28 0.60 2.43
C 0.53 -3.46 -0.65 -0.39
N -0.20 -3.67 -1.53 -0.36
H 1.89 -5.54 -0.48 0.25
H 2.29 -5.86 1.23 0.27
H 3.53 -5.84 -0.09 0.45
H 3.35 -3.31 -0.15 -0.22
H 3.20 -3.87 1.54 0.03
H 1.51 -2.22 0.78 -1.96
H 0.61 -3.54 1.38 0.65
C 1.70 2.54 -0.48 0.36
C 1.68 3.88 0.14 -1.21
C 1.87 3.90 1.71 0.45
C 0.64 3.77 2.38 0.04
N -0.42 3.61 2.83 -0.49
H 1.06 1.83 0.03 -0.27
H 2.72 1.98 -0.40 -0.09
H 1.39 2.44 -1.54 0.31
H 0.79 4.32 -0.16 0.55
H 2.51 4.49 -0.16 0.35
H 2.25 4.89 2.02 0.45
H 2.62 3.12 1.83 -0.37
C -5.16 -0.85 3.99 -0.37
C -4.78 0.55 4.18 -1.03
C -5.27 1.20 5.26 -0.41
C -6.06 0.49 6.17 0.10
C -6.48 -0.78 5.94 -0.24
C -6.01 -1.49 4.88 -0.82
N -6.65 1.12 7.34 0.92
O -6.07 2.12 7.84 -0.60
O -7.72 0.75 7.73 -0.59
H -4.92 -1.38 3.09 0.48
H -4.19 1.04 3.45 1.17
H -4.90 2.22 5.39 0.47
H -7.11 -1.28 6.66 0.39
H -6.24 -2.53 4.78 0.48
C 5.50 2.96 2.85 0.83
C 6.80 2.62 3.42 -0.23
O 7.28 3.87 3.93 -0.41
S 5.99 4.55 4.71 1.03
O 6.15 5.93 4.59 -0.56
O 5.72 4.04 6.05 -0.60
O 4.92 3.92 3.72 -0.15
H 4.82 2.10 2.78 -0.54
H 5.54 3.42 1.83 -0.21
H 7.45 2.27 2.69 0.42
H 6.69 1.90 4.22 0.37
C 7.47 2.63 -1.17 -0.12
C 6.18 2.67 -2.05 0.53
O 5.59 3.98 -1.83 -0.38
S 6.67 4.97 -1.05 1.19
O 5.94 5.82 -0.17 -0.55
O 7.47 5.58 -2.05 -0.62
O 7.37 3.83 -0.33 -0.24
H 8.43 2.72 -1.83 0.13
H 7.37 1.86 -0.43 0.24
H 5.45 1.96 -1.70 -0.46
H 6.32 2.51 -3.10 0.29
C -8.18 0.16 -0.13 -0.46
C -6.95 0.41 0.68 0.56
O -6.82 1.80 0.53 -0.05
S -8.24 2.49 0.87 1.04
O -8.49 3.57 0.01 -0.57
O -8.27 2.81 2.26 -0.59
O -9.07 1.14 0.63 -0.43
H -8.66 -0.77 0.10 0.37
H -8.18 0.32 -1.17 0.40
H -6.04 -0.03 0.36 -0.37
H -7.23 0.28 1.74 0.03
C -4.10 2.24 -1.65 0.74
C -2.96 2.09 -0.58 0.44
O -3.28 3.10 0.35 -0.18
S -3.70 4.42 -0.35 1.22
O -2.42 4.90 -0.80 -0.60
O -4.59 5.10 0.46 -0.56
O -4.54 3.64 -1.52 -0.45
H -4.99 1.61 -1.59 -0.25
H -3.68 2.07 -2.63 0.04
H -2.00 2.26 -1.07 -0.04
H -2.94 1.11 -0.12 -0.50
C 3.51 -3.94 -3.24 0.59
C 2.24 -4.28 -3.96 0.96
O 2.32 -3.48 -5.21 -0.22
S 3.84 -3.60 -5.72 1.07
O 4.12 -2.39 -6.42 -0.54
O 4.08 -4.87 -6.30 -0.60
O 4.50 -3.62 -4.28 -0.38
H 3.87 -4.77 -2.63 0.22
H 3.30 -3.06 -2.64 -0.26
H 1.40 -3.91 -3.40 -1.05
H 2.13 -5.31 -4.27 0.25
C -0.16 -1.02 -3.67 0.45
C -0.27 0.07 -2.53 1.84
O -0.83 1.23 -3.28 -0.39
S -1.61 0.79 -4.58 1.10
O -1.02 1.35 -5.75 -0.58
O -3.01 1.00 -4.33 -0.64
O -1.34 -0.74 -4.52 -0.30
H -0.15 -2.05 -3.29 -0.80
H 0.70 -0.89 -4.29 0.50
H 0.75 0.33 -2.25 -0.17
H -0.94 -0.26 -1.75 -1.33
C 1.60 -2.30 3.95 0.89
C 3.10 -2.10 3.98 0.20
O 3.69 -3.21 4.66 -0.55
S 2.49 -4.44 4.73 1.20
O 2.09 -4.66 6.08 -0.62
O 2.96 -5.60 4.00 -0.59
O 1.40 -3.68 3.95 -0.17
H 1.19 -1.94 2.98 -0.72
H 1.07 -1.81 4.78 0.03
H 3.35 -1.15 4.47 0.36
H 3.51 -2.00 3.01 -0.10
C -3.64 -3.48 -3.52 -0.04
C -3.47 -4.36 -2.29 0.91
O -2.69 -5.59 -2.73 -0.40
S -2.18 -5.35 -4.18 0.97
O -2.15 -6.52 -4.93 -0.69
O -1.11 -4.45 -4.26 -0.15
O -3.44 -4.45 -4.56 -0.55
H -2.88 -2.76 -3.65 0.09
H -4.68 -3.04 -3.56 0.32
H -4.46 -4.83 -2.03 0.06
H -2.84 -3.86 -1.52 -0.40
```

Computed properties:
- HOMO-LUMO gap (eV) = 5.908
- HOMO level (eV) = -2.358
- total charge = -3
- relative energy (zero: lowest compared OMol25 entry of this formula, charge and spin) (kcal/mol) = 0.0



No. 3
Formula: C17H31N2
Source: the Open Molecules 2025 dataset
Level of theory: ωB97M-V/def2-TZVPD

XYZ file:
```
50
Properties=species:S:1:pos:R:3:nbo_charge:R:1
C -2.88 -0.87 -2.32 -0.64
C -1.61 -0.07 -1.90 -0.05
C -0.84 -0.31 -0.68 -0.23
C 0.33 0.45 -0.27 -0.25
C 0.77 1.54 -1.14 -0.29
C 0.01 1.81 -2.37 0.05
C 0.38 2.99 -3.36 -0.26
N -0.78 3.89 -3.38 -0.81
C -0.59 5.00 -2.46 -0.22
C -1.03 4.72 -0.95 -0.45
C -0.13 5.62 0.02 -0.22
N -0.98 6.45 0.92 -0.87
C -1.17 1.02 -2.76 -0.22
H -3.33 -1.33 -1.40 0.21
H -3.60 -0.13 -2.76 0.22
H -2.62 -1.61 -3.12 0.21
H -1.19 -1.14 -0.02 0.18
H 0.88 0.26 0.68 0.20
H 1.65 2.19 -0.93 0.21
H 0.51 2.51 -4.37 0.16
H 1.35 3.50 -3.07 0.13
H -1.21 5.89 -2.81 0.15
H 0.49 5.34 -2.49 0.11
H -0.90 3.67 -0.62 0.21
H -2.11 4.99 -0.82 0.18
H 0.56 6.29 -0.55 0.18
H 0.50 4.95 0.68 0.17
H -1.62 6.99 0.33 0.35
H -1.48 5.87 1.59 0.35
H -1.72 1.29 -3.69 0.23
C 1.07 -3.71 -0.21 -0.61
C 0.70 -4.77 0.82 -0.40
C -0.04 -4.19 2.03 -0.40
C 0.76 -3.18 2.86 -0.40
C 2.09 -3.70 3.41 -0.40
C 1.92 -4.86 4.38 -0.61
H 1.75 -2.96 0.20 0.20
H 1.57 -4.18 -1.06 0.20
H 0.18 -3.20 -0.58 0.22
H 1.60 -5.30 1.14 0.19
H 0.05 -5.51 0.34 0.20
H -0.36 -5.02 2.67 0.19
H -0.96 -3.71 1.69 0.21
H 0.13 -2.85 3.69 0.20
H 0.95 -2.29 2.26 0.21
H 2.59 -2.88 3.93 0.20
H 2.75 -3.99 2.59 0.19
H 1.30 -4.57 5.23 0.20
H 2.90 -5.17 4.77 0.20
H 1.47 -5.73 3.90 0.20
```

Computed properties:
- HOMO-LUMO gap (eV) = 4.282
- HOMO level (eV) = -1.657
- total charge = -1



No. 4
Formula: C22H24F2N3O
Source: the Open Molecules 2025 dataset
Level of theory: ωB97M-V/def2-TZVPD

XYZ file:
```
52
Properties=species:S:1:pos:R:3:nbo_charge:R:1
C -3.90 1.77 2.33 -0.40
C -4.55 0.97 1.49 -0.17
C -4.00 -0.24 0.77 -0.50
C -2.55 -0.49 1.05 0.10
C -2.22 -1.34 2.12 0.04
N -1.01 -1.67 2.49 -0.14
N -0.06 -1.15 1.73 -0.23
C -0.23 -0.35 0.69 0.10
C -1.51 0.04 0.30 0.01
C -1.66 0.96 -0.87 -0.44
C -1.60 2.45 -0.44 -0.49
C -0.33 3.07 -1.03 0.69
N -0.44 4.25 -1.73 -0.80
O 0.74 2.52 -0.83 -0.62
H -2.87 2.10 2.21 0.19
H -4.44 2.20 3.17 0.23
H -5.61 1.15 1.32 0.23
H -4.59 -1.09 1.10 0.25
H -4.14 -0.16 -0.32 0.24
H -3.01 -1.77 2.72 0.24
H 0.88 -1.43 1.98 0.44
H 0.65 0.01 0.18 0.27
H -2.56 0.74 -1.44 0.24
H -0.81 0.78 -1.53 0.25
H -2.51 2.98 -0.72 0.23
H -1.46 2.51 0.64 0.23
H -1.39 4.57 -1.86 0.39
H 0.08 4.25 -2.60 0.41
F 5.48 5.94 -3.27 -0.32
C 5.32 4.89 -2.44 0.40
C 4.07 4.64 -1.91 -0.29
C 3.90 3.56 -1.07 -0.20
C 4.98 2.74 -0.76 -0.24
C 6.23 3.01 -1.31 -0.19
C 6.41 4.08 -2.16 -0.28
H 3.25 5.30 -2.16 0.22
H 2.92 3.35 -0.65 0.23
H 4.85 1.89 -0.10 0.21
H 7.07 2.37 -1.06 0.22
H 7.37 4.31 -2.60 0.23
F -3.23 -6.05 0.26 -0.32
C -1.89 -6.10 0.40 0.40
C -1.19 -7.15 -0.16 -0.27
C 0.19 -7.18 -0.01 -0.18
C 0.84 -6.19 0.70 -0.23
C 0.12 -5.14 1.25 -0.20
C -1.26 -5.09 1.10 -0.30
H -1.73 -7.92 -0.70 0.24
H 0.75 -8.00 -0.44 0.23
H 1.92 -6.22 0.82 0.22
H 0.63 -4.37 1.81 0.20
H -1.85 -4.29 1.53 0.21
```

Computed properties:
- HOMO-LUMO gap (eV) = 6.168
- HOMO level (eV) = -10.843
- total charge = +1
- relative energy (zero: lowest compared OMol25 entry of this formula, charge and spin) (kcal/mol) = 0.0



Look up the HOMO-LUMO gap of the second one. 5.908 eV



What did the third record say?
Formula: C17H31N2
Source: the Open Molecules 2025 dataset
Level of theory: ωB97M-V/def2-TZVPD

XYZ file:
```
50
Properties=species:S:1:pos:R:3:nbo_charge:R:1
C -2.88 -0.87 -2.32 -0.64
C -1.61 -0.07 -1.90 -0.05
C -0.84 -0.31 -0.68 -0.23
C 0.33 0.45 -0.27 -0.25
C 0.77 1.54 -1.14 -0.29
C 0.01 1.81 -2.37 0.05
C 0.38 2.99 -3.36 -0.26
N -0.78 3.89 -3.38 -0.81
C -0.59 5.00 -2.46 -0.22
C -1.03 4.72 -0.95 -0.45
C -0.13 5.62 0.02 -0.22
N -0.98 6.45 0.92 -0.87
C -1.17 1.02 -2.76 -0.22
H -3.33 -1.33 -1.40 0.21
H -3.60 -0.13 -2.76 0.22
H -2.62 -1.61 -3.12 0.21
H -1.19 -1.14 -0.02 0.18
H 0.88 0.26 0.68 0.20
H 1.65 2.19 -0.93 0.21
H 0.51 2.51 -4.37 0.16
H 1.35 3.50 -3.07 0.13
H -1.21 5.89 -2.81 0.15
H 0.49 5.34 -2.49 0.11
H -0.90 3.67 -0.62 0.21
H -2.11 4.99 -0.82 0.18
H 0.56 6.29 -0.55 0.18
H 0.50 4.95 0.68 0.17
H -1.62 6.99 0.33 0.35
H -1.48 5.87 1.59 0.35
H -1.72 1.29 -3.69 0.23
C 1.07 -3.71 -0.21 -0.61
C 0.70 -4.77 0.82 -0.40
C -0.04 -4.19 2.03 -0.40
C 0.76 -3.18 2.86 -0.40
C 2.09 -3.70 3.41 -0.40
C 1.92 -4.86 4.38 -0.61
H 1.75 -2.96 0.20 0.20
H 1.57 -4.18 -1.06 0.20
H 0.18 -3.20 -0.58 0.22
H 1.60 -5.30 1.14 0.19
H 0.05 -5.51 0.34 0.20
H -0.36 -5.02 2.67 0.19
H -0.96 -3.71 1.69 0.21
H 0.13 -2.85 3.69 0.20
H 0.95 -2.29 2.26 0.21
H 2.59 -2.88 3.93 0.20
H 2.75 -3.99 2.59 0.19
H 1.30 -4.57 5.23 0.20
H 2.90 -5.17 4.77 0.20
H 1.47 -5.73 3.90 0.20
```

Computed properties:
- HOMO-LUMO gap (eV) = 4.282
- HOMO level (eV) = -1.657
- total charge = -1



Please write out number 1 again, unchanged.
Formula: C20H38Cl12O4S
Source: the Open Molecules 2025 dataset
Level of theory: ωB97M-V/def2-TZVPD

XYZ file:
```
75
Properties=species:S:1:pos:R:3:mulliken_charge:R:1
O -0.97 2.86 -5.51 -0.69
S -1.44 2.95 -4.15 1.15
O -2.31 4.02 -3.76 -0.64
C -2.21 1.40 -3.62 -0.89
C -1.18 0.72 -2.70 -0.09
C -0.58 1.86 -1.87 1.21
C -0.11 2.80 -2.97 -0.92
H -2.57 0.77 -4.43 0.55
H -3.07 1.77 -3.05 0.37
H -1.70 -0.05 -2.12 -0.56
H -0.44 0.23 -3.33 0.40
H 0.32 1.47 -1.39 -0.49
H -1.29 2.24 -1.14 -0.33
H 0.66 2.26 -3.54 0.33
H 0.48 3.68 -2.72 0.55
O -0.67 -3.82 -0.84 -0.62
C -1.60 -3.15 -0.52 0.51
C -2.52 -3.35 0.67 -0.49
C -3.75 -2.47 0.40 -0.02
C -3.52 -2.00 -1.07 -0.27
O -2.13 -2.24 -1.37 -0.37
H -2.72 -4.42 0.70 0.30
H -2.05 -3.16 1.63 0.35
H -4.71 -2.96 0.50 0.41
H -3.63 -1.59 1.03 -0.43
H -4.10 -2.63 -1.75 0.30
H -3.74 -0.95 -1.24 0.23
Cl 1.43 3.88 2.90 -0.16
C 0.78 3.81 1.22 0.19
C -0.60 4.34 1.19 -0.25
Cl -1.35 4.04 -0.42 -0.07
H 0.86 2.77 0.92 -0.55
H 1.49 4.42 0.66 0.43
H -0.71 5.40 1.42 0.46
H -1.22 3.77 1.88 0.11
Cl -4.37 3.93 1.41 -0.17
C -4.58 2.16 1.55 -0.54
C -3.25 1.47 1.71 2.16
Cl -2.67 1.51 3.39 -0.17
H -5.11 1.81 0.67 0.33
H -5.22 1.97 2.40 0.43
H -2.52 1.90 1.03 -1.06
H -3.32 0.42 1.41 -0.91
Cl 5.78 -1.08 -1.09 -0.17
C 5.15 -1.45 -2.72 -0.39
C 3.75 -0.94 -2.92 -0.08
Cl 3.69 0.83 -2.70 -0.20
H 5.18 -2.54 -2.78 0.21
H 5.81 -1.01 -3.46 0.39
H 3.03 -1.32 -2.20 -0.17
H 3.38 -1.20 -3.91 0.40
Cl 5.81 -5.07 -1.16 -0.19
C 4.23 -5.49 -0.42 -0.52
C 3.27 -4.34 -0.56 -0.25
Cl 2.61 -4.23 -2.20 -0.17
H 4.40 -5.68 0.63 0.33
H 3.89 -6.40 -0.91 0.35
H 3.76 -3.40 -0.31 0.16
H 2.44 -4.52 0.12 0.31
Cl 0.99 2.95 6.07 -0.20
C 0.69 1.20 6.12 -0.50
C 0.54 0.66 4.72 0.46
Cl 0.26 -1.10 4.84 -0.21
H -0.18 1.04 6.75 0.34
H 1.54 0.73 6.60 0.32
H 1.43 0.86 4.13 0.03
H -0.30 1.13 4.21 -0.25
Cl -0.32 0.83 1.33 0.18
C 0.64 -0.65 1.02 -0.66
C 2.08 -0.35 0.79 0.25
Cl 2.94 -0.17 2.34 -0.23
H 0.21 -1.17 0.17 -0.10
H 0.47 -1.32 1.86 0.58
H 2.22 0.56 0.22 0.19
H 2.52 -1.19 0.26 -0.29
```

Computed properties:
- SMILES string = O=S1(=O)CCCC1.O=C1CCCO1.ClCCCl.ClCCCl.ClCCCl.ClCCCl.ClCCCl.ClCCCl
- HOMO-LUMO gap (eV) = 10.295
- HOMO level (eV) = -10.162
- relative energy (zero: lowest compared OMol25 entry of this formula, charge and spin) (kcal/mol) = 0.0